The following is a quantum chemistry calculation of a structure of composition CH23LiO11, from OMol25.

Summary:
* energy relative to the best compared isomer or geometry (same formula, charge and spin): 63.5 kJ/mol
* net charge: 0
* HOMO: -9.101 eV
* orbital gap: 8.44 eV

The geometry in XYZ format:
```
36
Properties=species:S:1:pos:R:3:nbo_charge:R:1
Li 49.75600 11.78600 4.25000 0.96
C 48.42000 10.60600 2.33300 -0.25
O 47.86000 11.20600 3.57800 -1.10
H 49.40500 10.76000 2.56800 0.10
H 48.24400 11.04900 1.39700 0.16
H 48.09200 9.49200 2.29300 0.19
O 45.83500 9.31800 0.68200 -0.99
H 45.86400 9.25100 1.75700 0.48
H 46.63700 8.92200 0.66900 0.46
O 47.29800 6.89300 3.87200 -0.94
H 46.73200 7.48500 3.51700 0.48
H 46.82700 6.15100 4.13600 0.46
O 50.81700 12.92200 2.78300 -1.02
H 50.99300 13.86800 2.95900 0.50
H 50.90800 12.64200 1.90100 0.51
O 50.93200 9.37400 0.23800 -0.96
H 51.34100 9.35600 -0.55800 0.46
H 51.02600 10.39900 0.33800 0.48
O 47.00400 12.08500 6.27600 -0.97
H 47.16900 12.01000 5.30600 0.50
H 46.13300 11.81500 6.45200 0.47
O 51.23500 11.99700 0.25000 -0.96
H 50.29300 12.12800 0.18900 0.51
H 51.44900 11.99400 -0.62700 0.49
O 48.93700 13.18400 -0.01100 -0.95
H 49.27500 13.99200 0.32100 0.48
H 48.11700 13.00000 0.34400 0.51
O 46.21600 13.14800 2.60400 -1.04
H 45.28500 13.02000 2.82900 0.47
H 46.82900 12.36500 2.90700 0.52
O 48.30900 8.50600 0.07300 -0.98
H 49.23200 8.87800 0.20300 0.51
H 47.93300 8.77100 -0.68000 0.46
O 45.89000 9.27900 3.57200 -0.98
H 45.09500 9.81200 3.88200 0.48
H 46.57400 9.91100 3.64700 0.51
```


The following is a quantum chemistry calculation of the ion C5H4N with charge +1, from OMol25.

Summary:
* energy relative to the best compared isomer or geometry (same formula, charge and spin): 343.5 kJ/mol
* net charge: +1
* HOMO (alpha / beta): -14.961 / -14.961 eV
* orbital gap (alpha / beta): 6.48 / 6.48 eV

The geometry in XYZ format:
```
10
Properties=species:S:1:pos:R:3:nbo_charge:R:1
C 1.21347 0.22906 -0.04433 -0.06
C -3.25014 0.82719 0.04468 0.40
C 2.28190 0.97840 -0.05143 -0.05
C -1.05580 -1.08303 -0.00104 -0.33
C 0.11959 -0.44275 -0.03499 0.36
N -2.42139 0.01541 -0.07879 -0.59
H 2.49169 1.90222 0.39776 0.27
H 3.14121 0.78073 -0.83087 0.29
H -1.45740 -1.90837 -0.60464 0.33
H -1.06315 -1.29885 1.20367 0.38
```


The following is a quantum chemistry calculation of the molecule C6H8I2S, from OMol25.

Summary:
* energy relative to the best compared isomer or geometry (same formula, charge and spin): 0.0 kJ/mol
* net charge: 0
* HOMO: -8.112 eV
* orbital gap: 7.81 eV

The geometry in XYZ format:
```
17
Properties=species:S:1:pos:R:3:nbo_charge:R:1
C -1.22065 1.21784 0.39755 -0.17
C -1.17989 0.78634 -0.88297 -0.16
C -0.45896 0.48185 1.48711 -0.51
C -0.29378 -0.16269 -1.57331 -0.52
C 0.82875 -0.09378 1.03698 -0.27
C 0.20335 -1.24800 -0.61423 -0.30
S 2.12634 0.93365 0.36845 0.04
I -1.30145 -2.57314 0.11646 0.11
I 3.83759 -0.53168 -0.08981 0.08
H -1.81277 1.87558 0.85785 0.20
H -1.82236 1.23989 -1.49181 0.19
H -0.29164 1.15358 2.38437 0.22
H -0.97907 -0.36272 1.88469 0.25
H -0.67677 -0.75513 -2.34779 0.23
H 0.61092 0.48436 -2.08950 0.24
H 1.38048 -0.76705 1.55972 0.20
H 1.04990 -1.67889 -1.00377 0.18
```


The following is a quantum chemistry calculation of the ion C23H29N2O2 with charge +1, from OMol25.

Summary:
* SMILES: C[C@H](O)CNCC[NH2+]Cc1c(OCc2ccccc2)ccc2ccccc12
* energy relative to the best compared isomer or geometry (same formula, charge and spin): 15.1 kJ/mol
* net charge: +1
* HOMO: -10.949 eV
* orbital gap: 8.76 eV

The geometry in XYZ format:
```
56
Properties=species:S:1:pos:R:3:nbo_charge:R:1
C -5.45368 -1.14514 0.91608 -0.64
C -3.93487 -1.16006 0.79910 0.09
O -3.45002 -0.04080 0.06405 -0.75
C -3.44510 -2.40798 0.05230 -0.24
N -1.99318 -2.36907 -0.04099 -0.64
C -1.37777 -2.94876 -1.21925 -0.24
C -1.35098 -1.83090 -2.29739 -0.24
N -1.18380 -0.57719 -1.54979 -0.59
C 0.20789 -0.13428 -1.31545 -0.27
C 0.23371 0.86094 -0.18878 -0.06
C 0.33280 0.36585 1.09845 0.30
O 0.30814 -0.99861 1.27577 -0.55
C 1.45402 -1.57308 1.91633 -0.08
C 2.60319 -1.62545 0.94322 -0.09
C 3.40719 -0.50759 0.75490 -0.20
C 4.41384 -0.52380 -0.19445 -0.20
C 4.62462 -1.65522 -0.96468 -0.20
C 3.82591 -2.77202 -0.78385 -0.23
C 2.81552 -2.75476 0.16190 -0.16
C 0.39230 1.23846 2.20053 -0.28
C 0.33668 2.58696 2.00526 -0.13
C 0.20207 3.13201 0.71166 -0.09
C 0.12186 4.52588 0.51353 -0.16
C -0.02868 5.04768 -0.74030 -0.21
C -0.10769 4.19101 -1.84714 -0.18
C -0.03093 2.83444 -1.68782 -0.24
C 0.13350 2.25884 -0.40882 0.03
H -5.79927 -2.02357 1.45237 0.23
H -5.90661 -1.13620 -0.07259 0.22
H -5.78488 -0.26213 1.45821 0.22
H -3.48393 -1.14649 1.80343 0.17
H -3.83545 0.75658 0.44217 0.49
H -3.85964 -2.38720 -0.95717 0.20
H -3.81356 -3.30617 0.55911 0.21
H -1.54723 -2.63602 0.82550 0.41
H -0.35730 -3.24280 -0.97312 0.22
H -1.90600 -3.82659 -1.60129 0.22
H -2.29781 -1.80458 -2.83661 0.22
H -0.54394 -1.98663 -3.01188 0.23
H -1.74889 0.19444 -1.90170 0.43
H -1.61732 -0.92891 -0.58516 0.50
H 0.63339 0.27676 -2.23151 0.22
H 0.78899 -1.01004 -1.02018 0.25
H 1.72786 -1.00353 2.80906 0.19
H 1.14188 -2.57674 2.21352 0.20
H 3.24924 0.37515 1.35784 0.22
H 5.03816 0.34620 -0.32757 0.22
H 5.41465 -1.66975 -1.69942 0.23
H 3.99265 -3.65902 -1.37609 0.22
H 2.19784 -3.63030 0.30800 0.20
H 0.46580 0.82938 3.19659 0.23
H 0.38134 3.25975 2.84835 0.22
H 0.18154 5.17324 1.37543 0.22
H -0.08787 6.11459 -0.88747 0.23
H -0.23070 4.61092 -2.83386 0.22
H -0.09366 2.20618 -2.56390 0.20
```


The following is a quantum chemistry calculation of the molecule C6H10O2, from OMol25.

Summary:
* SMILES: C1C[C@@H]2CO[C@@H](C1)O2
* energy relative to the best compared isomer or geometry (same formula, charge and spin): 628.7 kJ/mol
* net charge: 0
* HOMO: -9.420 eV
* orbital gap: 10.42 eV

The geometry in XYZ format:
```
18
Properties=species:S:1:pos:R:3:nbo_charge:R:1
C -1.24624 -0.24194 1.13803 -0.39
C -1.25057 0.09188 -0.50721 -0.46
C -0.02540 1.07217 -0.83501 0.05
C 1.08076 0.24572 -1.67610 -0.12
O 2.19953 -0.24005 -0.56450 -0.53
C 1.08543 -0.10792 0.42676 0.30
C 0.35065 -0.74877 1.61018 -0.41
O 0.65540 1.24690 0.39052 -0.52
H -1.98480 -1.07361 1.35206 0.22
H -1.20698 0.72265 1.67412 0.23
H -2.11489 0.63147 -0.53876 0.21
H -1.42111 -0.78122 -1.11313 0.21
H -0.17628 2.18470 -1.10765 0.22
H 1.73666 0.80109 -2.31929 0.21
H 0.75311 -0.87751 -2.06936 0.20
H 0.49210 -0.78796 -0.11491 0.15
H 0.46812 -0.28835 2.59363 0.20
H 0.60451 -1.84925 1.66062 0.22
```


The following is a quantum chemistry calculation of a structure of composition C8H10NPS, from OMol25.

Summary:
* energy relative to the best compared isomer or geometry (same formula, charge and spin): 368.4 kJ/mol
* net charge: 0
* HOMO (alpha / beta): -7.903 / -8.422 eV
* orbital gap (alpha / beta): 4.96 / 6.82 eV

The geometry in XYZ format:
```
21
Properties=species:S:1:pos:R:3:nbo_charge:R:1
C -1.66596 -2.23112 -0.30469 -0.20
C -0.59974 -2.69121 0.35717 -0.21
C -1.93112 -0.92619 -0.45940 -0.20
C 0.37490 -1.81444 0.84009 -0.21
C -1.01677 -0.04634 0.01560 -0.03
C 0.13284 -0.44588 0.67549 0.19
C -1.15878 1.51169 -0.02952 -0.74
C 1.49741 2.26347 -0.95462 -1.01
N 0.92563 0.58105 1.07557 -0.79
P 0.51448 2.13066 0.55024 1.04
S 3.70298 0.27763 0.83047 -0.33
H -2.41849 -2.88808 -0.70571 0.21
H -0.58513 -3.73404 0.62149 0.22
H -2.93004 -0.62392 -0.87849 0.22
H 1.21520 -2.19924 1.38493 0.23
H -1.45585 1.92175 -0.99428 0.25
H -1.94695 1.68476 0.77415 0.25
H 2.61107 2.34940 -0.72496 0.28
H 1.45154 1.34263 -1.62327 0.24
H 1.32231 3.14215 -1.61507 0.25
H 1.96049 0.39526 1.16481 0.35
```


The following is a quantum chemistry calculation of a structure of composition C20H35Cl7F2Mg2N2O9, from OMol25.

Summary:
* net charge: 0
* HOMO: -7.448 eV
* orbital gap: 1.97 eV

The geometry in XYZ format:
```
77
Properties=species:S:1:pos:R:3:mulliken_charge:R:1
C 0.16460 -2.09034 0.56587 -0.54
O 0.56352 -3.03180 -0.45874 -0.47
C 1.98595 -2.95152 -0.74213 -0.64
C 2.16762 -2.39347 -2.21973 -0.14
C 2.85228 -0.95746 -2.35798 -0.93
C 2.34020 0.15788 -1.30181 1.43
C 3.40528 1.36962 -1.20499 -0.93
C 3.87675 1.63580 0.27387 -0.15
O 4.77685 2.72398 0.55348 -0.42
C 5.06747 2.59747 1.95429 0.39
O 6.19218 2.63339 2.42127 -0.56
C 3.64778 2.35937 2.67112 -0.31
C 2.80319 1.76429 1.44376 0.15
C 1.34815 2.31076 1.14859 -0.76
C 1.33262 3.81761 0.68954 -0.24
N 1.14515 4.77455 1.54514 -0.05
H 0.73449 -2.20843 1.53858 0.44
H -0.93781 -2.29508 0.79772 0.08
H 0.19623 -1.00680 0.21445 0.31
H 2.37054 -4.02456 -0.66976 0.38
H 2.57421 -2.35938 0.01994 0.34
H 1.14266 -2.35357 -2.70252 -0.01
H 2.77280 -3.15460 -2.81598 0.35
H 2.59162 -0.55311 -3.42798 0.28
H 3.98287 -1.01826 -2.32153 0.48
H 2.21948 -0.22463 -0.24873 -0.61
H 1.36115 0.61599 -1.72641 -0.29
H 3.00249 2.29892 -1.73478 0.16
H 4.30047 1.04746 -1.83556 0.47
H 4.41684 0.66551 0.56217 0.33
H 3.82992 1.45422 3.32162 0.22
H 3.19457 3.25250 3.20355 0.27
H 2.67135 0.67841 1.76569 0.57
H 0.72597 2.16579 2.08807 0.62
H 0.86321 1.71130 0.31729 -0.06
H 1.51302 4.05305 -0.41360 0.33
H 1.15399 5.70070 1.07888 0.37
N -2.26055 -1.64763 -1.76211 0.33
C -3.47301 -1.79738 -1.15735 0.01
C -4.37882 -0.97191 -1.79500 -0.40
C -3.68189 -0.30736 -2.82183 -1.27
C -2.37719 -0.74631 -2.77868 0.07
H -1.40843 -2.12679 -1.49691 0.22
H -3.58935 -2.46892 -0.32776 0.06
H -5.42388 -0.86325 -1.54488 0.24
H -4.08349 0.41340 -3.51666 0.63
H -1.51346 -0.49522 -3.37526 0.11
O -1.97760 4.28808 1.45867 -0.61
Cl -2.16732 5.21390 0.36007 1.70
O -1.53434 4.68079 -0.83043 -0.65
O -1.56166 6.48527 0.69447 -0.61
O -3.57622 5.39897 0.11399 -0.67
Mg 0.78905 0.27699 -3.39119 0.36
F 1.55703 6.09938 3.12164 -0.35
C -4.22339 -5.51645 1.22454 -0.82
C -2.96314 -4.71607 1.46528 0.13
O -3.17897 -3.76285 2.52037 -0.47
H -5.05671 -4.85108 0.95352 0.18
H -4.07677 -6.24195 0.42392 0.33
H -4.52054 -6.04901 2.13013 0.36
H -2.67938 -4.16557 0.56216 0.26
H -2.13623 -5.36490 1.74584 -0.04
H -3.42005 -4.25658 3.31912 0.30
C 6.25763 5.67452 2.93042 -0.16
Cl 7.30712 7.08935 3.09391 -0.19
Cl 4.55692 6.10748 3.14956 -0.10
H 6.38939 5.25123 1.93757 0.19
H 6.53517 4.94082 3.68341 0.28
O -2.40625 -7.51938 2.43452 -0.75
H -1.52603 -7.20392 2.22544 0.22
C -7.72618 -1.66378 -4.03937 0.40
Cl -7.76109 -0.88739 -2.43920 -0.13
Cl -6.12581 -1.43677 -4.77525 -0.08
Cl -8.05314 -3.39807 -3.86076 -0.10
Cl -8.96346 -0.93136 -5.07564 -0.09
Mg -4.20649 -1.84628 1.46233 1.02
F 0.28885 0.15042 1.98475 -0.79
```


The following is a quantum chemistry calculation of a structure of composition C19H36CrNO5SSe2Si, from OMol25.

Summary:
* energy relative to the best compared isomer or geometry (same formula, charge and spin): 53.7 kJ/mol
* net charge: 0
* HOMO (alpha / beta): -7.006 / -7.260 eV
* 2S+1: 4
* orbital gap (alpha / beta): 6.85 / 7.75 eV

The geometry in XYZ format:
```
66
Properties=species:S:1:pos:R:3:nbo_charge:R:1
Cr -0.40728 -0.02213 -0.70722 0.93
C 1.16628 3.24738 -0.68195 -0.25
O 0.49769 2.33420 -1.53015 -0.55
C 1.19211 2.06470 -2.72315 -0.08
C 0.28064 1.23024 -3.57337 -0.07
O -0.01995 0.00393 -2.91833 -0.57
C 0.31445 -1.22500 -3.56301 -0.07
C 1.25879 -2.03529 -2.71493 -0.08
O 0.61817 -2.20116 -1.47347 -0.56
C 1.23147 -3.15114 -0.61356 -0.24
H 1.29159 4.21020 -1.18811 0.17
H 2.14009 2.85380 -0.38151 0.19
H 0.54064 3.38095 0.19721 0.21
H 2.13992 1.54916 -2.51790 0.19
H 1.40525 2.99918 -3.25911 0.18
H 0.74339 1.02367 -4.53921 0.19
H -0.66044 1.76169 -3.72047 0.22
H 0.75819 -1.02421 -4.53867 0.19
H -0.61653 -1.77891 -3.69125 0.21
H 2.22496 -1.53432 -2.58208 0.19
H 1.42187 -3.00751 -3.19400 0.19
H 1.20590 -4.14079 -1.07779 0.18
H 0.65104 -3.16956 0.30558 0.21
H 2.26054 -2.86186 -0.39622 0.19
O -3.34811 0.12023 -2.95988 -0.71
C -4.57817 0.02276 -2.24571 -0.05
C -4.45229 0.03874 -0.72658 -0.15
C -5.90979 0.09458 -0.20166 -0.04
O -6.72498 -1.03126 -0.50347 -0.72
C -3.82337 1.30241 -0.15455 -0.56
Se -1.98616 1.82276 -0.58716 -0.14
C -3.82638 -1.20358 -0.10406 -0.56
Se -2.05556 -1.80826 -0.65825 -0.15
H -3.55636 0.07236 -3.89506 0.47
H -5.08958 -0.91050 -2.51534 0.16
H -5.23842 0.86166 -2.51195 0.16
H -6.38091 1.01752 -0.55660 0.16
H -5.87797 0.14021 0.88722 0.19
H -6.90480 -1.04571 -1.44738 0.46
H -3.87558 1.23503 0.93248 0.20
H -4.40996 2.17477 -0.45180 0.22
H -4.47087 -2.06209 -0.29005 0.24
H -3.78828 -1.05546 0.97588 0.20
C 5.10762 0.05515 1.59485 -1.12
Si 3.91069 0.00607 3.01011 1.64
C 4.19755 1.50779 4.08514 -1.11
C 4.24964 -1.52761 4.02344 -1.11
C 2.06597 -0.02022 2.61710 -0.46
C 1.21567 -0.05175 3.70825 -0.12
C -0.17580 -0.07308 3.57087 -0.30
C -0.68284 -0.06698 2.30077 0.09
N 0.11795 -0.04226 1.22637 -0.61
C 1.46436 -0.00946 1.33643 0.08
S 2.27953 0.05168 -0.18614 -0.34
H 6.11855 0.06354 2.01113 0.23
H 4.97074 0.94720 0.97858 0.25
H 5.00087 -0.81504 0.94221 0.25
H 5.23282 1.52762 4.43936 0.23
H 3.54404 1.50459 4.96212 0.23
H 4.01070 2.43210 3.53234 0.24
H 5.28511 -1.52675 4.37763 0.23
H 4.09426 -2.43476 3.43362 0.24
H 3.59640 -1.58225 4.89900 0.23
H 1.63661 -0.05793 4.71056 0.21
H -0.83653 -0.09515 4.42558 0.22
H -1.74517 -0.08591 2.09720 0.21
```